(1)
# C8H19NO2S

One molecule with the formula C8H19NO2S in a non-equilibrium geometry (ωB97M-V/def2-TZVPD, the Open Molecules 2025 dataset).

Summary:
Structure (SMILES) ... CCCCCCCCS(N)(=O)=O
Energy ... -919.625145 Ha
LUMO level ... 0.7 eV
Energy above the lowest of the compared OMol25 structures with the same formula, charge and spin ... 24.2 kcal/mol

ORCA input file:
```
! RIJCOSX wB97M-V def2-TZVPD def2/J DEFGRID3
* xyz 0 1
C 3.622 -0.692 -0.255
C 2.161 -0.631 0.232
C 1.744 -1.888 0.963
C 0.349 -1.863 1.593
C -0.796 -1.638 0.606
C -1.196 -0.185 0.400
C -2.253 -0.033 -0.686
C -2.762 1.410 -0.877
S -1.552 2.585 -1.485
N -0.683 3.000 -0.123
O -2.269 3.770 -1.924
O -0.640 1.865 -2.384
H 3.935 0.196 -0.816
H 3.730 -1.472 -0.952
H 4.359 -0.782 0.560
H 2.003 0.262 0.890
H 1.537 -0.428 -0.689
H 2.464 -2.068 1.828
H 1.821 -2.701 0.274
H 0.271 -1.090 2.355
H 0.240 -2.865 2.148
H -0.513 -2.054 -0.386
H -1.701 -2.198 0.951
H -1.582 0.222 1.363
H -0.300 0.390 0.244
H -1.817 -0.409 -1.667
H -3.143 -0.666 -0.438
H -3.144 1.848 0.017
H -3.492 1.455 -1.627
H 0.334 2.685 -0.201
H -0.726 3.973 0.086
*
```

***

(2)
# C5H14NO

A 4-piece molecular cluster, C5H14NO overall in a non-equilibrium geometry (ωB97M-V/def2-TZVPD, the Open Molecules 2025 dataset).

Summary:
Energy ... -328.591534 Ha
LUMO level (alpha / beta) ... -2.3 / -2.5 eV
Energy above the lowest of the compared OMol25 structures with the same formula, charge and spin ... 154.1 kcal/mol
<S²> ... 0.77

ORCA input file:
```
! RIJCOSX wB97M-V def2-TZVPD def2/J DEFGRID3
* xyz 0 2
C -0.244 1.063 -1.172
C -0.068 0.871 0.278
C -1.451 0.795 0.875
C -2.270 -0.319 0.776
C -1.979 -1.434 0.007
N 2.934 -0.296 1.443
H -1.218 0.429 -1.608
H 0.573 0.620 -1.761
H -0.578 2.072 -1.428
H 0.489 1.666 0.774
H 0.474 -0.055 0.478
H -1.835 -0.054 -1.917
H -1.782 1.554 1.577
H -3.231 -0.281 1.266
H -0.966 -1.592 -0.340
H -2.716 -2.222 -0.034
H 3.796 -0.155 1.962
H 3.003 -0.027 0.457
H 2.186 -0.958 -1.938
H 2.811 -1.301 1.483
O 2.073 -0.375 -1.176
*
```

***

(3)
# C4H7N3O

C4H7N3O as an isolated structure in a non-equilibrium geometry (ωB97M-V/def2-TZVPD, the Open Molecules 2025 dataset).

Summary:
Energy ... -395.871569 Ha
LUMO level ... 0.6 eV
Energy above the lowest of the compared OMol25 structures with the same formula, charge and spin ... 173.7 kcal/mol

ORCA input file:
```
! RIJCOSX wB97M-V def2-TZVPD def2/J DEFGRID3
* xyz 0 1
C -1.967 -0.822 0.047
C 0.945 1.575 0.295
C 1.220 0.037 0.469
C 2.285 -0.653 -0.375
H -3.168 -1.986 0.052
H -1.240 -1.815 0.758
H -1.691 1.285 -1.111
H 0.373 2.160 1.123
H 1.700 2.028 -0.431
H 0.575 -0.360 1.382
H 2.154 -0.222 -1.414
N -3.166 -0.889 -0.093
N -1.271 0.567 -0.122
N 0.228 0.611 -0.571
O 3.021 -1.517 -0.009
*
```

***

(4)
# C34H35BrCrN4O4S4

C34H35BrCrN4O4S4 as an isolated structure (ωB97M-V/def2-TZVPD, the Open Molecules 2025 dataset).

Summary:
Energy ... -7047.715283 Ha
LUMO level (alpha / beta) ... -3.0 / -3.0 eV
Energy above the lowest of the compared OMol25 structures with the same formula, charge and spin ... 13.4 kcal/mol
<S²> ... 1.00

ORCA input file:
```
! RIJCOSX wB97M-V def2-TZVPD def2/J DEFGRID3
* xyz 1 2
Cr 0.061 0.215 0.332
C -5.818 -0.941 1.703
C -4.779 -2.045 1.569
S -3.359 -1.712 0.498
C -4.152 -1.201 -1.038
C -4.440 0.295 -1.249
S -3.303 1.441 -0.431
C -4.414 2.502 0.537
C -5.595 1.875 1.271
S -5.222 0.585 2.483
H -6.639 -1.323 2.312
H -6.247 -0.694 0.733
H -5.281 -2.951 1.222
H -4.349 -2.278 2.545
H -5.078 -1.768 -1.161
H -3.495 -1.550 -1.832
H -5.447 0.531 -0.912
H -4.429 0.492 -2.323
H -4.801 3.299 -0.101
H -3.745 2.977 1.258
H -6.351 1.496 0.584
H -6.091 2.679 1.819
C 6.907 1.343 0.324
C 5.465 1.746 0.399
C 4.694 1.462 1.518
C 3.350 1.803 1.573
C 2.777 2.451 0.496
C 3.532 2.775 -0.628
C 4.866 2.416 -0.670
S 1.053 2.795 0.483
O 0.842 4.192 0.291
O 0.485 2.073 1.640
N 0.362 1.883 -0.622
C 0.257 2.034 -1.992
C 0.546 3.115 -2.781
C 0.300 3.028 -4.173
C -0.229 1.906 -4.746
C -0.551 0.785 -3.939
C -1.103 -0.424 -4.414
C -1.359 -1.436 -3.531
C -1.071 -1.257 -2.164
N -0.566 -0.139 -1.684
C -0.299 0.869 -2.563
H 7.236 0.869 1.246
H 7.543 2.209 0.141
H 7.064 0.638 -0.494
H 5.147 0.955 2.361
H 2.753 1.555 2.439
H 3.085 3.293 -1.465
H 5.454 2.655 -1.547
H 0.932 4.030 -2.355
H 0.535 3.885 -4.787
H -0.410 1.860 -5.811
H -1.312 -0.540 -5.470
H -1.773 -2.378 -3.861
H -1.248 -2.051 -1.452
N -2.012 0.600 2.725
C -0.875 0.077 3.228
C -0.647 0.042 4.619
C 0.515 -0.501 5.090
C 1.447 -1.027 4.183
C 1.160 -0.949 2.850
N 0.029 -0.395 2.362
H -2.732 0.855 3.376
H -2.392 0.263 1.848
H -1.399 0.444 5.283
H 0.703 -0.537 6.154
H 2.372 -1.475 4.511
H 1.868 -1.316 2.120
Br 4.293 -1.141 -2.044
C 3.580 -2.723 -1.290
C 4.292 -3.892 -1.517
C 3.823 -5.096 -1.023
C 2.634 -5.152 -0.309
C 1.920 -3.991 -0.090
C 2.382 -2.761 -0.564
C 1.563 -1.575 -0.237
O 1.979 -0.392 -0.243
O 0.346 -1.733 0.133
H 5.211 -3.851 -2.083
H 4.392 -5.998 -1.204
H 2.267 -6.092 0.076
H 0.991 -4.010 0.466
*
```

***

(5)
# C4H10O3

A 2-piece molecular cluster, C4H10O3 overall in a non-equilibrium geometry (ωB97M-V/def2-TZVPD, the Open Molecules 2025 dataset).

Summary:
Energy ... -383.720913 Ha
LUMO level (alpha / beta) ... -5.9 / -9.8 eV
Energy above the lowest of the compared OMol25 structures with the same formula, charge and spin ... 41.4 kcal/mol
<S²> ... 0.76

ORCA input file:
```
! RIJCOSX wB97M-V def2-TZVPD def2/J DEFGRID3
* xyz 1 2
O 3.752 -0.542 -0.429
C 2.641 -0.571 -0.831
C 1.540 0.397 -0.419
C 0.403 -0.370 0.228
C -0.590 0.595 0.822
O -1.670 -0.275 1.262
H 2.356 -1.320 -1.615
H 2.118 1.161 0.129
H 1.206 1.053 -1.237
H -0.149 -1.044 -0.431
H 0.878 -0.926 1.035
H -1.138 1.357 0.287
H -0.232 1.266 1.625
H -1.801 -0.163 2.212
H -3.631 0.356 -0.997
H -2.839 -0.789 -0.450
O -2.843 -0.186 -1.190
*
```

***

(6)
# C3H15B3FO3Tl

C3H15B3FO3Tl as an isolated structure in a non-equilibrium geometry (ωB97M-V/def2-TZVPD, the Open Molecules 2025 dataset).

Summary:
Energy ... -695.443699 Ha
LUMO level ... -6.2 eV
Energy above the lowest of the compared OMol25 structures with the same formula, charge and spin ... 30.2 kcal/mol

ORCA input file:
```
! RIJCOSX wB97M-V def2-TZVPD def2/J DEFGRID3
* xyz 0 1
Tl 1.371 1.258 -0.871
B 1.629 -0.032 -3.630
H 0.836 0.772 -3.859
H 1.984 -0.504 -4.609
H 2.573 0.433 -3.160
H 1.174 -0.721 -2.837
B -0.519 2.331 1.802
H 0.015 1.990 2.767
H -0.883 1.378 1.289
H -1.434 2.953 2.065
H 0.251 2.951 1.176
B -0.539 3.641 -1.292
H -0.283 4.667 -1.736
H 0.322 3.426 -0.516
H -1.571 3.694 -0.809
H -0.432 2.788 -2.051
C -0.267 -4.047 1.499
C -0.809 -3.039 2.546
O -0.473 -1.810 1.899
C -0.319 -2.015 0.592
O -0.080 -1.152 -0.210
O -0.452 -3.314 0.284
F -0.140 -3.197 3.687
H -0.841 -4.966 1.611
H 0.769 -4.358 1.634
H -1.881 -3.128 2.730
*
```

***

(7)
# Ca3H8N7O25

Ca3H8N7O25 as an isolated structure in a non-equilibrium geometry (ωB97M-V/def2-TZVPD, the Open Molecules 2025 dataset).

Summary:
Energy ... -4301.509158 Ha
LUMO level ... -0.8 eV
Energy above the lowest of the compared OMol25 structures with the same formula, charge and spin ... 0.0 kcal/mol

ORCA input file:
```
! RIJCOSX wB97M-V def2-TZVPD def2/J DEFGRID3
* xyz -1 1
Ca 3.965 0.129 -0.159
Ca -2.641 -0.013 1.961
Ca -0.443 0.986 -2.981
N 3.916 1.182 3.352
O 4.341 0.546 4.308
O 3.767 2.400 3.364
O 3.666 0.599 2.227
N -1.929 -2.084 -4.108
O -3.065 -2.353 -3.736
O -1.274 -1.076 -3.685
O -1.366 -2.814 -4.943
N -1.978 2.950 -0.307
O -1.553 2.447 -1.393
O -2.206 4.138 -0.162
O -2.106 2.154 0.643
N -4.152 0.028 -0.830
O -4.860 0.748 -0.080
O -3.099 -0.449 -0.316
O -4.472 -0.116 -1.997
N -0.236 1.221 4.120
O 0.524 0.244 4.036
O -1.219 1.374 3.324
O -0.057 2.089 4.976
N 2.605 0.101 -4.360
O 3.543 -0.714 -4.272
O 1.660 0.101 -3.535
O 2.593 0.921 -5.291
N 0.357 -0.326 0.057
O -0.501 -0.305 0.954
O 0.085 -0.350 -1.147
O 1.566 -0.135 0.317
O 3.467 -2.053 -0.573
H 2.956 -2.760 -0.161
H 3.874 -2.463 -1.349
O -1.738 -2.977 -0.984
H -1.974 -2.095 -0.660
H -0.889 -2.854 -1.418
O -1.695 -1.735 3.205
H -1.009 -2.359 2.946
H -1.577 -1.619 4.155
O 1.334 2.596 1.716
H 0.633 3.039 1.227
H 1.186 1.656 1.558
*
```

***

(8)
# C7H15N2S

An isolated ion of composition C7H15N2S and charge +1 in a non-equilibrium geometry (ωB97M-V/def2-TZVPD, the Open Molecules 2025 dataset).

Summary:
Structure (SMILES) ... C[C@@H]1SC=N[C@H]1[N+](C)(C)C
Energy ... -783.111454 Ha
LUMO level ... -2.6 eV
Energy above the lowest of the compared OMol25 structures with the same formula, charge and spin ... 57.4 kcal/mol

ORCA input file:
```
! RIJCOSX wB97M-V def2-TZVPD def2/J DEFGRID3
* xyz 1 1
C 0.276 0.776 2.765
C -0.030 -0.309 1.755
S 0.388 -1.930 2.441
C 1.400 -2.240 1.112
N 1.613 -1.377 0.238
C 0.775 -0.170 0.391
N -0.053 -0.097 -0.813
C 0.874 -0.178 -1.979
C -0.814 1.194 -0.926
C -1.088 -1.275 -0.984
H 0.983 0.380 3.565
H -0.655 0.905 3.378
H 0.635 1.736 2.403
H -1.037 -0.354 1.478
H 2.061 -3.169 1.177
H 1.372 0.614 0.424
H 0.376 -0.100 -2.986
H 1.751 0.537 -1.937
H 1.321 -1.110 -1.821
H -1.457 1.248 -1.871
H -1.506 1.456 -0.037
H -0.015 2.005 -1.086
H -1.590 -0.957 -1.999
H -0.519 -2.186 -1.107
H -1.727 -1.178 -0.123
*
```